Here is a molecular structure, C12H13NOS at a distorted geometry from the OMol25 dataset. Energies are from wB97M-V/def2-TZVPD.

**Energy above the lowest of the compared OMol25 structures with the same formula, charge and spin**: 2.850 eV
**Frontier orbital gap**: 9.3 eV

Last column: Mulliken charge in e.
Geometry (Å):
C -3.738 -0.468 0.217  -0.233
C -3.390 0.892 0.319  -0.642
C -2.806 -1.538 0.054  -0.763
C -2.040 1.215 0.403  -0.204
C -1.514 -1.105 0.017  -0.215
C -1.148 0.225 0.193  0.538
C 2.341 -0.817 0.158  0.176
C 2.625 1.480 -1.034  -1.193
C 0.985 0.722 0.204  -0.006
C 1.834 0.190 -0.944  1.226
C 1.258 -0.192 -2.234  -1.525
C 1.271 -0.520 2.427  -0.976
N 1.548 -0.240 1.074  0.238
O 2.935 -1.847 0.208  -0.662
S 1.561 2.476 0.300  -0.200
H -4.827 -0.779 0.059  0.246
H -4.186 1.580 0.572  0.367
H -3.034 -2.539 -0.235  0.395
H -1.558 2.270 0.593  0.171
H -0.787 -1.772 -0.322  0.392
H 3.634 1.640 -0.766  0.441
H 2.282 1.973 -1.982  0.291
H 0.400 -0.816 -2.068  0.245
H 1.874 -0.669 -2.872  0.446
H 0.924 0.721 -2.875  0.355
H 0.453 -1.282 2.595  0.293
H 2.102 -1.022 2.869  0.376
H 1.002 0.222 3.069  0.421